C27H50Cl8FN8O2S2 | the ωB97M-V functional and the def2-TZVPD basis

```
98
Properties=species:S:1:pos:R:3:forces:R:3
Cl 1.270708 -5.682047 -0.684249 0.03 0.00 -0.01
Cl -5.114004 -3.566302 -1.640412 -0.05 0.08 -0.05
Cl -1.991304 -4.959388 -1.366922 0.05 -0.03 -0.03
Cl 6.935333 -1.203477 2.836855 0.00 0.03 0.00
Cl 3.525927 -3.126582 -3.209867 -0.04 -0.06 0.00
Cl -5.450252 -6.560255 -0.071592 0.03 0.01 0.01
Cl 5.727403 -1.108697 -1.609491 -0.02 0.00 0.03
Cl 3.964277 0.319881 2.194867 0.20 -0.01 -0.16
S -0.959082 3.423410 2.951008 0.83 0.26 0.14
S -2.630505 4.228832 0.413162 0.75 1.01 0.53
F -1.800693 2.177750 -4.248891 0.02 0.11 -0.07
O 0.918116 -1.473398 3.167257 0.47 0.16 0.06
O 0.630237 -3.677859 3.087611 0.74 -1.34 -0.10
N 0.031767 0.908443 4.538988 -0.02 0.05 0.30
N -0.325567 0.926339 0.009301 1.57 0.81 -1.18
N 0.550344 0.613574 2.175839 0.63 -0.34 0.65
N 1.393045 -2.184472 -0.609668 -0.15 0.40 0.72
N 0.294869 -1.427763 -2.588141 0.26 0.26 0.41
N -2.559226 1.620200 0.884266 0.18 0.34 0.30
N -0.924803 -1.708525 -0.503784 0.36 0.02 0.54
N -0.424311 2.708516 1.436031 -2.65 -0.79 1.36
C 0.129535 -2.625264 3.219531 -0.64 0.73 0.10
C 0.220546 4.534626 -1.071898 0.09 0.41 0.50
C 0.693977 0.184193 -0.779965 -0.15 -1.07 0.83
C -0.585153 5.214647 -1.985170 0.34 0.05 0.17
C 4.287732 -1.648581 -3.860160 -0.02 0.11 -0.14
C -1.752239 1.978672 -1.906186 0.25 -0.71 -0.28
C -6.414176 -5.087703 0.215750 -0.06 0.00 0.07
C 1.018871 1.080555 3.503716 0.01 0.95 0.20
C -1.315091 -2.373927 3.504127 0.29 0.35 -0.07
C -1.263495 -6.578462 -1.183945 0.04 -0.14 -0.02
C -0.737160 6.591485 -1.893682 -0.07 0.10 0.05
C -0.262064 8.838265 -0.804931 0.36 -0.06 0.27
C -1.195003 1.450845 -3.225993 -0.34 0.11 -0.20
C 0.809988 -0.818931 1.932270 -1.31 -0.15 -0.19
C -0.166956 -6.597123 -0.151295 -0.09 -0.08 0.09
C -6.630260 -4.294806 -1.046791 -0.12 0.03 0.01
C -1.612098 2.718115 0.521501 -0.27 -1.34 -1.77
C -0.807122 2.153673 -0.732533 -0.91 0.75 1.25
C 4.263592 -1.443827 2.341625 -0.12 -0.25 -0.04
C -0.104643 7.348252 -0.905493 0.19 -0.29 0.21
C 0.862164 5.290696 -0.089549 -0.15 0.14 -0.05
C 5.695450 -1.477334 -3.355823 0.07 0.02 -0.03
C 0.341761 -1.312285 -1.078725 -0.26 -0.38 -1.78
C 5.325520 -1.750395 3.362978 0.05 -0.01 0.05
C -0.032505 1.349364 1.277011 0.10 0.46 -0.51
C 0.425040 3.036063 -1.067387 -0.12 0.38 -0.69
C 0.712612 6.674187 0.000666 -0.28 -0.61 -0.36
H -1.099256 4.662694 -2.758565 -0.03 0.07 -0.21
H -0.071148 -1.194821 1.410284 0.05 0.02 -0.26
H -0.898499 -6.891116 -2.158549 0.02 0.08 -0.02
H -1.470255 0.417572 -3.404093 0.11 -0.16 0.08
H 3.320871 -1.903884 2.637244 0.01 0.04 0.07
H 0.833200 -2.239743 -2.860863 -0.07 -0.09 -0.13
H 2.232553 -2.047917 -1.155605 0.11 -0.16 -0.08
H -7.035694 -4.913510 -1.842670 0.08 -0.03 -0.02
H -2.066644 -7.249188 -0.883488 -0.02 0.05 0.07
H 6.168396 -0.641314 -3.867537 -0.04 0.03 0.02
H 1.484222 4.791311 0.642418 0.08 -0.08 0.01
H -3.295549 3.934436 -0.713550 0.27 -0.34 -0.02
H -1.642762 -1.499360 2.947556 -0.24 0.01 -0.02
H 1.647076 0.212245 -0.258028 0.17 0.06 -0.01
H 0.324329 9.196026 0.037839 0.01 0.08 0.12
H -0.498589 -6.176808 0.794763 0.03 0.07 -0.02
H -3.418495 1.824906 0.391702 -0.13 -0.16 -0.01
H 0.157461 -7.621705 0.019536 0.03 0.00 -0.06
H 3.663709 -0.801392 -3.585327 -0.03 -0.03 0.05
H -1.714227 2.448852 3.496874 0.04 -0.14 -0.28
H -0.122005 1.554942 -3.349555 0.09 0.03 0.02
H -5.903970 -4.497456 0.972422 0.06 -0.01 -0.03
H -1.686409 -1.191444 -0.922338 -0.11 0.06 0.11
H 5.383113 -2.827330 3.510021 -0.03 -0.01 -0.05
H 0.401748 0.355835 5.300463 -0.02 -0.27 -0.13
H 1.112396 -3.157520 -0.646778 0.08 -0.05 -0.13
H -1.061436 -2.697267 -0.680047 -0.15 -0.06 -0.07
H -0.655010 -1.569298 -2.905149 -0.03 -0.06 -0.05
H -1.288838 9.144793 -0.626291 -0.15 0.01 -0.22
H -1.889681 -3.256572 3.261693 -0.15 -0.07 -0.01
H -1.380435 7.112896 -2.590016 -0.03 -0.06 -0.15
H 0.147237 9.337392 -1.679095 -0.22 0.07 -0.22
H 1.315349 2.116671 3.373814 -0.10 0.14 0.03
H 1.235257 2.807932 -0.384702 0.07 0.00 0.16
H 4.535652 -1.814954 1.356578 0.06 0.10 -0.03
H -7.374783 -5.408744 0.614532 -0.01 -0.03 -0.05
H -2.624102 1.377236 -1.660562 -0.02 -0.08 0.31
H 1.227160 7.197363 0.792247 0.03 0.19 0.02
H -1.395922 -2.139012 4.563536 -0.11 0.01 0.10
H -0.225979 1.796238 4.948205 0.00 0.08 -0.10
H 1.653705 -0.997120 1.285398 0.41 0.07 0.34
H 0.850912 0.630734 -1.750820 -0.22 0.37 0.07
H 1.935137 0.566114 3.748193 -0.02 -0.35 -0.28
H -2.825340 1.690404 1.863084 0.03 0.20 -0.01
H 5.107212 -1.280837 4.318984 0.01 0.04 -0.02
H -7.324817 -3.479015 -0.854802 0.03 0.02 0.04
H 6.292692 -2.369531 -3.523235 -0.03 -0.03 0.07
H -2.129183 2.970422 -2.131516 0.06 0.20 -0.05
H 4.285042 -1.741291 -4.944445 0.05 -0.06 0.01
H 0.813502 2.777958 -2.051576 -0.10 -0.22 -0.10
```
Positions in Å, forces in eV/Å.

Calculated values
Total charge ... +1
E_tot ... -169387.535 eV
HOMO ... -10.811 eV
HOMO-LUMO gap ... 8.6 eV
F_max ... 3.08 eV/Å

***

C27H50CoGeN4O4PSi3 | the ωB97M-V functional and the def2-TZVPD basis

```
91
Properties=species:S:1:pos:R:3:forces:R:3
Ge -1.461479 -1.002569 2.543863 0.13 0.28 0.47
Co 0.353812 -0.457189 -0.897021 -0.35 -0.48 0.07
P 0.915739 1.873424 -0.788446 -0.21 -0.03 0.03
Si -3.534557 -1.524708 1.530248 -0.19 0.04 -0.28
Si -1.693813 0.891879 4.020902 -0.05 0.11 -0.04
Si -0.647219 -2.938280 3.729224 -0.06 -0.12 -0.14
O -5.211790 -2.325965 -4.750864 0.01 0.02 -0.01
O -0.072607 -0.644068 1.155495 0.46 -0.35 0.20
O 1.264187 -0.296439 2.920851 0.03 -0.12 0.06
O 4.038474 -1.870821 -1.098250 -0.01 -0.03 0.01
N 1.921854 -1.334211 -0.383456 0.02 0.15 -0.19
N -1.488650 -1.089486 -1.721472 0.17 0.32 -0.15
N -3.893367 -4.151678 -4.988974 -0.02 0.00 0.03
N 1.128031 -0.644191 -2.758676 0.16 0.10 0.04
C -0.953359 3.670710 -3.934807 -0.01 0.00 0.01
C -0.674304 3.119619 -2.694981 0.01 0.00 -0.04
C 0.298500 3.042843 0.463338 0.02 0.03 0.00
C -4.196759 -2.931114 -4.488254 0.00 -0.02 -0.02
C 2.281873 -1.274721 0.999045 0.10 0.09 0.09
C 1.138619 -0.686422 1.792779 -0.09 0.13 -0.27
C -2.566941 2.267964 3.086578 -0.04 -0.03 0.00
C 0.584497 -2.570488 5.082882 -0.01 0.03 -0.02
C -2.295391 -0.369784 -2.513984 -0.04 0.03 0.08
C 0.623170 2.715486 -2.373413 0.02 -0.04 -0.01
C 0.047701 -4.118259 2.439435 0.03 0.04 0.00
C 2.718300 1.975138 -0.543960 0.01 0.02 0.02
C -0.100155 1.508637 4.772252 0.02 -0.02 -0.05
C -3.192987 -2.330710 -3.531050 0.00 0.00 0.02
C 1.629364 2.861186 -3.326366 0.02 0.03 0.00
C 2.274017 -1.592143 -2.713863 -0.05 0.00 0.02
C -2.792563 0.299832 5.422944 0.03 -0.08 -0.01
C 1.345276 3.402846 -4.575021 -0.01 0.00 -0.01
C -4.189522 -0.135108 0.449707 -0.03 0.00 -0.01
C -3.464972 -3.152197 0.577739 0.01 -0.09 0.09
C -1.517888 -2.419651 -1.835688 -0.03 0.01 0.02
C -2.348755 -3.079877 -2.724468 0.00 0.01 -0.03
C -2.142242 -3.745425 4.527593 0.05 -0.02 0.01
C -4.726517 -1.725088 2.966260 -0.10 -0.05 -0.09
C 0.056386 3.808800 -4.880034 0.00 0.00 0.00
C 2.868991 -1.604518 -1.304794 0.00 -0.04 -0.02
C -3.165636 -0.946716 -3.415339 -0.04 -0.02 0.03
H 2.649683 2.576628 -3.096773 0.00 -0.01 0.00
H -2.617692 -3.089196 5.259319 -0.02 0.00 -0.01
H 0.790732 4.010619 0.364220 0.00 0.00 0.01
H -2.350516 -4.161346 -2.744468 0.00 0.00 0.01
H 1.902514 -2.597465 -2.916556 0.02 0.00 -0.04
H 3.175680 -0.673193 1.190519 0.00 0.00 -0.02
H -2.234234 0.706084 -2.408246 0.01 -0.02 0.00
H 0.497598 2.634370 1.456308 -0.01 -0.01 -0.02
H -1.803992 -4.635938 5.064521 -0.01 -0.01 0.01
H -3.905066 -3.950902 1.179316 0.00 0.01 0.03
H -2.095950 2.460140 2.122302 0.03 0.03 -0.02
H -4.992903 -0.498942 -0.196276 0.00 0.00 -0.01
H -3.831465 -0.344407 -4.017190 0.00 0.00 -0.01
H -5.151207 -0.768638 3.272384 0.04 0.03 0.02
H 0.441443 0.699209 5.263024 -0.01 0.02 0.01
H -0.852610 -2.970904 -1.179795 0.03 0.01 -0.04
H 2.137780 3.517571 -5.302606 0.00 0.00 0.00
H -4.600847 0.667226 1.064367 0.02 -0.01 0.03
H -2.341655 -0.538698 5.959028 0.00 0.00 0.00
H -2.449612 -3.462548 0.331455 -0.05 0.01 0.04
H 0.100918 -2.038354 5.905261 0.01 0.02 -0.01
H 0.945052 -3.524347 5.477289 0.02 0.01 0.03
H -0.162617 4.239768 -5.847550 0.00 0.00 0.00
H -5.548751 -2.343501 2.592901 -0.05 0.02 0.09
H 1.439004 -1.982753 4.752150 0.00 -0.02 -0.02
H -2.986702 -4.567950 -4.883425 0.00 0.00 -0.01
H -2.560235 3.199171 3.657515 0.00 0.00 0.01
H -1.473194 3.016243 -1.968048 0.00 0.01 0.01
H -4.534222 -4.556105 -5.651947 0.01 0.00 0.00
H -0.343683 2.268479 5.519385 -0.01 0.01 0.01
H 1.463035 0.267473 -3.063581 -0.03 0.00 -0.01
H -0.768725 -4.565172 1.867027 -0.01 0.00 0.00
H -2.893973 -4.062654 3.803377 0.01 0.01 -0.01
H -2.916567 1.113203 6.142466 0.00 0.01 -0.01
H 3.032803 -1.352092 -3.455902 0.04 0.00 0.04
H 0.576856 1.947219 4.039131 -0.03 0.00 0.00
H 2.922854 1.755629 0.505420 0.00 -0.02 0.00
H 0.450561 -0.919360 -3.463362 0.00 -0.07 0.04
H -3.785256 -0.003702 5.092445 -0.02 -0.02 -0.02
H 0.606532 -4.928475 2.913167 -0.02 -0.01 0.01
H -0.776565 3.178847 0.362036 -0.02 0.00 -0.01
H 0.717669 -3.630084 1.730099 0.03 0.02 -0.01
H -1.959034 3.997152 -4.165029 0.00 0.00 0.00
H 2.493319 -2.261529 1.427020 0.02 0.00 0.02
H -4.037816 -3.091935 -0.350026 -0.02 0.02 0.01
H -3.608738 2.002312 2.894561 -0.01 0.00 0.00
H -3.417309 0.300169 -0.180852 0.05 0.02 -0.06
H -4.316496 -2.221079 3.844666 0.02 0.00 -0.03
H 3.255188 1.235675 -1.138794 -0.01 0.00 -0.02
H 3.095862 2.972820 -0.770258 0.00 0.00 0.02
```
Positions in Å, forces in eV/Å.

Calculated values
Total charge ... +1
ΔE to the lowest compared entry with this formula, charge and spin ... 0.0 kcal per mole
E_tot ... -170025.900 eV
HOMO (spin up / spin down) ... -10.864 / -11.029 eV
HOMO-LUMO gap (spin up / spin down) ... 7.8 / 8.0 eV
F_max ... 0.61 eV/Å
Spin multiplicity ... 2